Record 1
Computed, not measured: a gas-phase ion, C4H11N3O2P (charge +1) at a distorted geometry, with ωB97M-V/def2-TZVPD.

Structure (ORCA input):
```
! RIJCOSX wB97M-V def2-TZVPD def2/J DEFGRID3
* xyz 1 1
C 2.923 -0.382 -0.105
P 1.701 0.752 0.780
O 1.178 1.873 -0.436
C 0.185 -0.315 1.230
N -1.106 0.440 1.197
C -1.711 0.473 -0.080
N -2.493 1.502 -0.471
N -1.558 -0.642 -1.005
C -1.068 -1.768 -0.149
O 0.210 -1.492 0.415
H 3.779 0.217 -0.538
H 3.354 -1.049 0.704
H 2.414 -0.969 -0.920
H 1.900 1.875 -1.092
H 0.345 -0.638 2.307
H -0.839 1.423 1.374
H -2.260 2.017 -1.322
H -3.346 1.779 0.013
H -0.850 -0.389 -1.708
H -0.943 -2.660 -0.832
H -1.814 -2.049 0.640
*
```

**Structure (SMILES)**: CP(O)[C@H]1NC(N)=[NH+]CO1
**Orbital gap**: 0.2622 Ha

---

Record 2
Computed, not measured: a molecular structure, C32H35Cl5CoFN2O3Sb, with ωB97M-V/def2-TZVPD.

Structure (ORCA input):
```
! RIJCOSX wB97M-V def2-TZVPD def2/J DEFGRID3
* xyz -2 2
Co 1.353 -0.527 -1.213
O -4.072 -0.500 -1.263
C -3.328 0.432 -1.715
C -3.730 1.254 -2.815
C -2.995 2.339 -3.233
C -1.791 2.687 -2.612
C -1.328 1.875 -1.592
C -2.036 0.758 -1.160
C -1.486 -0.036 -0.051
N -0.206 -0.211 0.137
C 0.142 -0.882 1.384
C -2.226 -1.630 1.709
N -2.438 -0.498 0.808
H -4.670 0.999 -3.293
H -3.360 2.936 -4.064
H -1.210 3.534 -2.952
H -0.376 2.087 -1.119
H 1.163 -1.256 1.285
H -2.454 -1.295 2.730
H -3.328 -0.560 0.293
C -0.977 1.580 5.443
C -1.354 0.763 4.204
C -2.637 1.322 3.596
Sb 0.563 0.457 3.102
C -0.771 -2.071 1.662
C -3.183 -2.757 1.340
C -0.360 -2.856 2.900
C 0.735 2.302 1.957
C -0.560 3.064 1.715
C 1.793 3.200 2.592
H -1.818 1.645 6.145
H -0.711 2.605 5.165
H -0.123 1.155 5.976
H -1.555 -0.262 4.538
H -2.569 2.402 3.465
H -3.483 1.136 4.272
H -2.873 0.893 2.624
H -0.667 -2.722 0.789
H -3.061 -3.604 2.019
H -3.002 -3.079 0.313
H -4.220 -2.420 1.399
H -0.547 -2.284 3.813
H 0.706 -3.090 2.869
H -0.912 -3.796 2.976
H 1.111 1.932 1.003
H -0.934 3.509 2.641
H -1.345 2.434 1.296
H -0.385 3.884 1.009
H 1.473 3.555 3.578
H 1.968 4.086 1.968
H 2.743 2.677 2.713
F 6.047 -3.860 -3.329
C 4.989 -3.091 -2.907
C 4.366 -2.256 -3.807
C 3.290 -1.486 -3.367
C 2.826 -1.505 -2.046
C 3.516 -2.374 -1.185
C 4.581 -3.172 -1.594
H 4.712 -2.217 -4.834
H 2.805 -0.852 -4.098
H 3.235 -2.416 -0.136
H 5.097 -3.834 -0.908
Cl 1.325 1.503 -3.558
C 0.207 0.169 -3.740
C 0.228 -0.815 -2.753
C -0.631 -1.883 -2.984
Cl -0.579 -3.224 -1.868
C -1.518 -1.946 -4.054
Cl -2.584 -3.292 -4.254
C -1.540 -0.906 -4.977
Cl -2.649 -0.937 -6.305
C -0.652 0.156 -4.829
Cl -0.635 1.432 -5.998
C 4.630 1.868 0.369
O 4.219 0.961 1.393
C 3.142 0.127 1.104
O 2.669 0.365 -0.027
H 5.528 2.361 0.744
H 3.859 2.613 0.161
H 4.848 1.342 -0.562
*
```

**<S²>**: 0.76
**Orbital gap (spin up / spin down)**: 0.2268 / 0.2266 Ha

---

Record 3
Computed, not measured: a gas-phase ion, C10H13N2O3 (charge -1) at a distorted geometry, with ωB97M-V/def2-TZVPD.

Structure (ORCA input):
```
! RIJCOSX wB97M-V def2-TZVPD def2/J DEFGRID3
* xyz -1 1
C 3.275 -1.437 -0.088
C 2.536 -1.003 -1.153
C 2.607 -1.351 1.163
C 1.270 -0.476 -1.022
C 1.283 -0.954 1.301
C 0.537 -0.624 0.181
C -1.575 -2.095 0.052
C -0.435 1.847 -0.971
C -1.364 0.542 -0.910
C -0.868 -0.357 0.221
N -2.835 0.468 1.612
N -1.431 0.133 1.448
O -1.892 -2.460 -1.060
O -1.497 -2.583 1.159
O -1.352 -0.120 -2.180
H 4.272 -1.820 -0.006
H 2.796 -1.104 -2.199
H 3.141 -1.769 2.013
H 0.748 -0.193 -1.972
H 0.855 -0.611 2.255
H 0.600 1.584 -1.177
H -0.504 2.464 -0.015
H -0.671 2.536 -1.701
H -2.259 1.051 -0.484
H -2.950 1.410 1.142
H -3.449 -0.301 1.244
H -1.194 -0.629 2.217
H -1.624 -1.048 -2.010
*
```

**Structure (SMILES)**: C[C@@H](O)[C@@](NN)(C(=O)[O-])c1ccccc1
**Orbital gap**: 0.2632 Ha

---

Please write out number 1 again, unchanged.
Computed, not measured: a gas-phase ion, C4H11N3O2P (charge +1) at a distorted geometry, with ωB97M-V/def2-TZVPD.

Structure (ORCA input):
```
! RIJCOSX wB97M-V def2-TZVPD def2/J DEFGRID3
* xyz 1 1
C 2.923 -0.382 -0.105
P 1.701 0.752 0.780
O 1.178 1.873 -0.436
C 0.185 -0.315 1.230
N -1.106 0.440 1.197
C -1.711 0.473 -0.080
N -2.493 1.502 -0.471
N -1.558 -0.642 -1.005
C -1.068 -1.768 -0.149
O 0.210 -1.492 0.415
H 3.779 0.217 -0.538
H 3.354 -1.049 0.704
H 2.414 -0.969 -0.920
H 1.900 1.875 -1.092
H 0.345 -0.638 2.307
H -0.839 1.423 1.374
H -2.260 2.017 -1.322
H -3.346 1.779 0.013
H -0.850 -0.389 -1.708
H -0.943 -2.660 -0.832
H -1.814 -2.049 0.640
*
```

**Structure (SMILES)**: CP(O)[C@H]1NC(N)=[NH+]CO1
**Orbital gap**: 0.2622 Ha